A cluster of 5 separate species, C9H17Br8Cl3 in total at a distorted geometry, computed with the ωB97M-V functional and the def2-TZVPD basis.

Calculated values
Total charge   -1
2S+1   2
Kohn-Sham gap (alpha / beta)   2.56 / 8.42 eV

Bonds (Å) are listed after each position.
CARTESIAN COORDINATES (ANGSTROEM)
1 Br 0.007 4.690 -0.254  C2 1.967
2 C 0.625 4.263 1.564  Br1 1.967, C3 1.544, H5 1.090, H6 1.090
3 C 2.050 3.670 1.526  C2 1.544, Br4 1.941, H7 1.090, H8 1.090
4 Br 2.625 3.602 3.378  C3 1.941
5 H -0.105 3.569 1.982  C2 1.090
6 H 0.628 5.188 2.142  C2 1.090
7 H 2.691 4.327 0.938  C3 1.090
8 H 2.080 2.624 1.223  C3 1.090
9 Br -2.670 -2.716 -1.197  C10 1.945
10 C -1.395 -1.887 -2.410  Br9 1.945, C11 1.558, H13 1.090, H14 1.090
11 C -2.057 -1.796 -3.818  C10 1.558, Br12 2.010, H15 1.090, H16 1.090
12 Br -0.643 -1.065 -5.045  C11 2.010
13 H -0.562 -2.586 -2.483  C10 1.090
14 H -1.079 -0.943 -1.967  C10 1.090
15 H -2.983 -1.223 -3.870  C11 1.090
16 H -2.344 -2.783 -4.180  C11 1.090
17 Br -1.219 -4.880 3.068  C18 1.995
18 C 0.179 -3.505 2.701  Br17 1.995, C19 1.602, H21 1.090, H22 1.090
19 C -0.651 -2.138 2.782  C18 1.602, Br20 1.995, H23 1.090, H24 1.090
20 Br 0.470 -0.742 1.902  C19 1.995
21 H 0.662 -3.682 1.740  C18 1.090
22 H 0.929 -3.520 3.492  C18 1.090
23 H -0.913 -1.765 3.772  C19 1.090
24 H -1.537 -2.273 2.161  C19 1.090
25 Br 2.239 -1.810 -1.795  C26 2.030
26 C 2.738 0.121 -2.172  Br25 2.030, C27 1.509, H29 1.090, H30 1.090
27 C 2.378 0.951 -0.963  C26 1.509, Br28 2.031, H31 1.090, H32 1.090
28 Br 0.373 1.278 -0.919  C27 2.031
29 H 2.180 0.498 -3.029  C26 1.090
30 H 3.823 0.161 -2.269  C26 1.090
31 H 2.847 1.919 -1.136  C27 1.090
32 H 2.658 0.596 0.028  C27 1.090
33 C -2.686 0.352 0.569  Cl34 1.746, Cl35 1.805, Cl36 1.713, H37 1.090
34 Cl -3.436 0.820 -0.937  C33 1.746
35 Cl -3.850 -0.679 1.484  C33 1.805
36 Cl -2.246 1.617 1.637  C33 1.713
37 H -1.805 -0.253 0.354  C33 1.090

Mulliken atomic charge list, values in e, 8 entries: -0.150, -0.475, -0.037, -0.202, 0.170, 0.421, 0.435, -0.133